Entry 1:
Density functional theory data (wB97M-V/def2-TZVPD) for an isolated molecule of C6H9N.

Output
**E**: -288.69219 hartree
**M**: 95.14 g mol⁻¹
**LUMO energy**: 1.22 eV
**Frontier orbital gap**: 10.51 eV

Geometry as ORCA input:
```
! RIJCOSX wB97M-V def2-TZVPD def2/J DEFGRID3
* xyz 0 1
C -1.0281 1.1315 2.1604
N -0.5996 0.7112 0.8494
C 0.6114 0.3902 0.6742
C 1.0526 -0.2004 -0.6429
C 0.3162 0.3425 -1.8510
C -0.3828 -0.7723 -2.0581
C 0.2966 -1.5461 -0.9511
H -1.7108 0.3693 2.5535
H -1.6014 2.0602 2.0761
H -0.2065 1.2743 2.8808
H 1.3597 0.4646 1.4819
H 2.1458 -0.2576 -0.7079
H 0.3284 1.3272 -2.3090
H -1.1829 -1.0379 -2.7424
H -0.3412 -1.8906 -0.1306
H 0.9427 -2.3662 -1.2833
*
```


Entry 2:
Density functional theory data (wB97M-V/def2-TZVPD) for C33H35BrF6IrN6O7S3 as an isolated structure.

Output
**E**: -6605.86182 hartree
**M**: 1109.99 g mol⁻¹
**LUMO energy (spin up / spin down)**: 0.03 / -1.89 eV
**Frontier orbital gap (spin up / spin down)**: 8.74 / 6.78 eV

Geometry as ORCA input:
```
! RIJCOSX wB97M-V def2-TZVPD def2/J DEFGRID3
* xyz 0 2
Ir -0.0657 0.6728 -0.4588
C 0.4109 3.0261 1.1633
N -0.6846 2.0268 1.0661
C -0.9284 1.5259 2.4359
C -1.9021 2.6971 0.5383
C -1.7518 2.9202 -0.9348
C -2.3489 3.9740 -1.6083
C -2.2646 4.0459 -2.9932
C -1.5873 3.0607 -3.6925
C -0.9630 2.0138 -3.0175
C -1.0217 1.9515 -1.6316
H 0.1438 3.7771 1.9111
H 0.5538 3.5022 0.1974
H 1.3278 2.5201 1.4530
H -1.2352 2.3581 3.0755
H -0.0154 1.0878 2.8256
H -1.7013 0.7655 2.4580
H -2.1013 3.6134 1.1028
H -2.7380 2.0135 0.7107
H -2.8944 4.7308 -1.0554
H -2.7314 4.8662 -3.5225
H -1.5346 3.1041 -4.7731
H -0.4284 1.2608 -3.5814
F -1.2650 -4.4823 3.4293
C -0.1879 -3.7022 3.5512
F 0.8687 -4.3522 3.0846
F 0.0005 -3.4370 4.8438
S -0.4704 -2.1426 2.6082
O -0.3960 -2.5311 1.2213
O -1.7126 -1.6352 3.1183
N 0.7062 -1.2029 3.0822
S 1.9740 -0.9462 2.1769
O 1.7299 0.0566 1.1413
O 2.7652 -2.0879 1.8423
C 2.9462 0.0152 3.4081
F 4.0948 0.3850 2.8472
F 2.2820 1.1186 3.7736
F 3.2031 -0.7088 4.4877
Br 5.2814 4.0316 -4.5402
C 4.5558 2.3314 -4.1329
C 5.0744 1.2033 -4.7513
C 4.5387 -0.0420 -4.4553
C 3.4866 -0.1580 -3.5607
C 2.9872 0.9835 -2.9475
C 3.5199 2.2378 -3.2233
C 1.8692 0.8735 -1.9908
O 1.7042 1.7068 -1.0509
O 1.0076 -0.0654 -2.0996
H 5.8905 1.3002 -5.4538
H 4.9464 -0.9268 -4.9256
H 3.0670 -1.1264 -3.3234
H 3.1241 3.1152 -2.7313
C 4.6848 -5.8954 -4.0353
C 3.8881 -5.7087 -2.7804
C 3.5998 -6.7588 -1.9179
C 2.8230 -6.4680 -0.8094
N 2.3473 -5.2536 -0.5640
C 2.7130 -4.3117 -1.4279
S 2.1442 -2.6910 -1.1377
N 3.4609 -4.4733 -2.5172
H 5.1731 -6.8677 -4.0586
H 5.4330 -5.1085 -4.1188
H 4.0261 -5.8155 -4.9020
H 3.9649 -7.7586 -2.1043
H 2.5561 -7.2392 -0.0947
C -2.5038 -3.1023 -6.2814
C -2.2384 -4.1200 -5.1813
N -1.9091 -3.4990 -3.8959
C -0.5263 -3.6081 -3.4497
C 0.4219 -2.7938 -4.3184
C -2.9476 -2.9880 -3.2017
O -4.1006 -3.0694 -3.6063
C -2.7358 -2.2568 -1.8986
C -3.6863 -2.4583 -0.9062
C -3.6241 -1.7068 0.2466
C -2.6298 -0.7586 0.3718
N -1.7142 -0.5478 -0.5751
C -1.7623 -1.2987 -1.6915
H -2.7244 -3.6137 -7.2195
H -1.6384 -2.4571 -6.4377
H -3.3605 -2.4835 -6.0199
H -1.4002 -4.7652 -5.4468
H -3.1181 -4.7483 -5.0419
H -0.2458 -4.6656 -3.4944
H -0.4473 -3.3190 -2.4041
H 0.3956 -3.1375 -5.3540
H 1.4446 -2.9026 -3.9589
H 0.1660 -1.7326 -4.3022
H -4.4684 -3.1881 -1.0655
H -4.3249 -1.8483 1.0560
H -2.5484 -0.1714 1.2666
H -1.0019 -1.0892 -2.4307
*
```


Entry 3:
Density functional theory data (wB97M-V/def2-TZVPD) for an isolated molecule of C3H5NO.

Output
**E**: -247.24020 hartree
**M**: 71.08 g mol⁻¹
**LUMO energy**: 0.92 eV
**Frontier orbital gap**: 10.98 eV

Geometry as ORCA input:
```
! RIJCOSX wB97M-V def2-TZVPD def2/J DEFGRID3
* xyz 0 1
O 0.1083 -1.0491 -1.6457
C 0.9104 -0.2630 -1.0916
N 0.5990 0.4452 0.0408
C -0.1176 -0.3037 1.0143
C -0.8647 0.6849 0.2231
H 1.9821 -0.0580 -1.4652
H -0.2170 -1.3904 0.8645
H 0.2149 -0.0671 2.0430
H -1.1417 1.6888 0.6203
H -1.4737 0.3125 -0.6036
*
```


Entry 4:
Density functional theory data (wB97M-V/def2-TZVPD) for an isolated molecule of C5H5N.

Output
**E**: -248.20550 hartree
**M**: 79.10 g mol⁻¹
**LUMO energy**: 0.62 eV
**Frontier orbital gap**: 11.08 eV

Geometry as ORCA input:
```
! RIJCOSX wB97M-V def2-TZVPD def2/J DEFGRID3
* xyz 0 1
C -0.2995 0.0185 1.7131
C 0.7892 -0.1675 0.6488
C 0.2863 0.0329 -0.7089
C -0.1480 0.1626 -1.8277
C -0.6538 0.2165 -3.1132
N -1.0874 0.2078 -4.1896
H -1.0939 -0.7228 1.5848
H -0.7529 1.0122 1.6528
H 0.1389 -0.1023 2.7082
H 1.2003 -1.1832 0.7097
H 1.6208 0.5252 0.8221
*
```


Entry 5:
Density functional theory data (wB97M-V/def2-TZVPD) for a 2-piece molecular cluster, C5H15NO overall.

Output
**E**: -329.42222 hartree
**M**: 105.18 g mol⁻¹
**LUMO energy**: 0.68 eV
**Frontier orbital gap**: 9.90 eV

Geometry as ORCA input:
```
! RIJCOSX wB97M-V def2-TZVPD def2/J DEFGRID3
* xyz 0 1
C 0.6471 -1.9395 0.6983
C 0.4722 -0.3486 0.7128
C -0.3650 -0.1437 2.1032
C -0.1237 0.1273 -0.6139
C -1.2208 1.2460 -0.4735
N -0.7164 -1.1430 -1.3789
H 0.8928 -2.1662 1.8035
H 1.5531 -2.1907 0.1803
H -0.2694 -2.5998 0.3780
H 1.5274 0.1016 0.9189
H -0.7315 0.8378 2.2434
H -1.2488 -0.7437 2.0311
H 0.2778 -0.4588 2.9165
H 0.7341 0.4536 -1.1723
H -1.1430 2.0100 0.2481
H -1.3507 1.7234 -1.4741
H -2.2098 0.8867 -0.2563
H -1.6351 -1.3204 -1.0556
H -0.9542 -0.8263 -2.4414
O 1.6497 2.2621 -1.6074
H 1.7615 1.9987 -2.5404
H 2.4526 2.2335 -1.2203
*
```


Entry 6:
Density functional theory data (wB97M-V/def2-TZVPD) for an isolated molecule of C2H5NS2.

Output
**E**: -930.23450 hartree
**M**: 107.20 g mol⁻¹
**LUMO energy**: 0.00 eV
**Frontier orbital gap**: 8.55 eV

Geometry as ORCA input:
```
! RIJCOSX wB97M-V def2-TZVPD def2/J DEFGRID3
* xyz 0 1
C 1.5431 0.3347 -0.4092
S 0.3138 1.3662 0.3628
N -0.9248 0.4204 0.0983
C -1.2205 -0.8389 0.6581
S -2.7211 -1.4010 0.1894
H 0.9379 -0.1274 -1.4532
H 1.8537 -0.5550 0.2930
H 2.3928 1.0964 -0.6903
H -1.7596 0.9587 -0.5170
H -0.4153 -1.2542 1.4682
*
```


Entry 7:
Density functional theory data (wB97M-V/def2-TZVPD) for C29H27MoN3OPS as an isolated structure.

Output
**E**: -2167.45879 hartree
**M**: 592.54 g mol⁻¹
**LUMO energy (spin up / spin down)**: -12.04 / -12.04 eV
**Frontier orbital gap (spin up / spin down)**: 4.97 / 4.97 eV

Geometry as ORCA input:
```
! RIJCOSX wB97M-V def2-TZVPD def2/J DEFGRID3
* xyz 3 1
Mo 0.7568 -0.7607 0.5898
N 1.3081 -4.5833 -1.4627
C 1.2351 -3.5981 -0.5934
S 1.8987 -2.0040 -1.1510
N 0.7213 -3.7211 0.5859
N 0.8147 -2.6568 1.3971
C 1.0942 -2.9186 2.6579
C 1.7993 -2.0369 3.5091
C 2.1507 -2.4100 4.8223
C 3.1332 -1.7330 5.5089
C 3.8157 -0.6694 4.9044
C 3.4952 -0.2565 3.6263
C 2.4611 -0.8891 2.9236
O 2.0737 -0.5618 1.7252
H 1.8090 -4.4774 -2.3341
H 0.9604 -5.5045 -1.2266
H 0.9867 -3.9527 2.9802
H 1.6359 -3.2413 5.2803
H 3.3874 -2.0269 6.5162
H 4.5934 -0.1563 5.4484
H 4.0260 0.5588 3.1484
C 1.8028 1.1812 -3.1609
C 0.4850 0.8141 -3.7580
C 0.2797 0.7936 -5.1329
C -0.9550 0.4518 -5.6647
C -2.0172 0.1190 -4.8308
C -1.8466 0.1310 -3.4585
C -0.6055 0.4925 -2.9256
P -0.3896 0.6142 -1.1432
C -1.8001 -0.2012 -0.3006
C -1.4932 -1.5866 -0.1212
C -2.3757 -2.4077 0.6058
C -3.5023 -1.8501 1.1856
C -3.7762 -0.4969 1.0256
C -2.9256 0.3617 0.3216
C -3.2480 1.8141 0.2220
C -0.3489 2.3401 -0.6158
C -0.5752 3.4472 -1.4133
C -0.3383 4.7177 -0.8912
C 0.1484 4.8541 0.4033
C 0.3801 3.7441 1.2014
C 0.1066 2.4594 0.7153
C 0.2288 1.2485 1.5349
H 2.5824 1.1993 -3.9185
H 2.0981 0.4652 -2.3796
H 1.7570 2.1750 -2.7094
H 1.0938 1.0527 -5.7931
H -1.0907 0.4361 -6.7350
H -2.9783 -0.1391 -5.2500
H -2.6690 -0.1127 -2.7993
H -0.8900 -2.0748 -0.9065
H -2.2059 -3.4740 0.6694
H -4.2026 -2.4743 1.7213
H -4.6895 -0.0946 1.4412
H -4.2920 1.9952 0.4624
H -3.0479 2.2093 -0.7717
H -2.6512 2.3825 0.9375
H -0.9009 3.3300 -2.4374
H -0.4999 5.5920 -1.5051
H 0.3636 5.8396 0.7871
H 0.7294 3.8740 2.2160
H -0.7628 0.9107 1.9101
H 0.8658 1.4652 2.4055
*
```


Entry 8:
Density functional theory data (wB97M-V/def2-TZVPD) for an isolated molecule of C5H9NO.

Output
**E**: -325.86655 hartree
**M**: 99.13 g mol⁻¹
**LUMO energy**: 1.08 eV
**Frontier orbital gap**: 11.21 eV

Geometry as ORCA input:
```
! RIJCOSX wB97M-V def2-TZVPD def2/J DEFGRID3
* xyz 0 1
H -1.9595 -0.3150 0.9198
N -1.9696 0.5918 0.4555
C -0.8090 1.0630 0.2747
C -0.6002 2.3854 -0.4094
O 0.3869 0.4881 0.6105
C 0.4040 -0.9143 0.6871
C 1.6185 -1.5634 0.1102
C 0.3067 -1.6293 -0.6249
H -0.6527 3.2179 0.2989
H 0.3782 2.4074 -0.8935
H -1.3874 2.5121 -1.1565
H -0.0458 -1.3296 1.5882
H 2.3932 -0.9064 -0.2707
H 1.9818 -2.4673 0.5874
H 0.1960 -0.9785 -1.4860
H -0.2410 -2.5619 -0.6914
*
```


Entry 9:
Density functional theory data (wB97M-V/def2-TZVPD) for C25H33KN11O2S3 as an isolated structure.

Output
**E**: -3519.67628 hartree
**M**: 654.91 g mol⁻¹
**LUMO energy**: -1.91 eV
**Frontier orbital gap**: 7.78 eV

Geometry as ORCA input:
```
! RIJCOSX wB97M-V def2-TZVPD def2/J DEFGRID3
* xyz 1 1
K 1.1350 -0.8401 -1.4442
N 2.4788 2.2728 7.0060
C 2.0965 1.5854 5.8748
C 1.3649 2.2245 4.8617
C 0.9349 1.5144 3.7599
C 1.2284 0.1631 3.6324
C 1.9531 -0.4767 4.6242
C 2.3817 0.2229 5.7355
S 0.6517 -0.7343 2.2301
O -0.6840 -0.2140 1.9083
O 0.6780 -2.1387 2.6194
N 1.5041 -0.4189 0.9586
C 2.8327 -0.6784 0.9083
N 3.4038 -0.4995 -0.2997
C 4.7211 -0.6657 -0.3672
C 5.4922 -1.0313 0.7236
C 4.7988 -1.2379 1.9086
N 3.4884 -1.0712 2.0118
H 2.5045 3.2755 6.9552
H 3.2010 1.8684 7.5751
H 1.1198 3.2767 4.9578
H 0.3440 2.0151 2.9998
H 2.1901 -1.5268 4.5159
H 2.9416 -0.2910 6.5102
H 5.1764 -0.5051 -1.3410
H 6.5619 -1.1648 0.6542
H 5.3207 -1.5514 2.8107
C 0.0389 0.7764 -6.6092
N 0.3381 1.7426 -5.5679
C 1.0104 2.9321 -5.7636
C 1.1013 3.5377 -4.5712
N 0.4836 2.7157 -3.6292
C 0.0245 1.5837 -4.2548
S -0.7610 0.1932 -3.7036
C 0.4232 3.0763 -2.2575
C 0.5501 4.4243 -1.9249
C 0.5421 4.7658 -0.5863
C 0.3988 3.7693 0.3661
C 0.2551 2.4663 -0.0723
N 0.2591 2.1177 -1.3644
H 0.1735 1.2668 -7.5697
H -0.9857 0.4354 -6.5011
H 0.7034 -0.0817 -6.5269
H 1.3645 3.2328 -6.7357
H 1.5822 4.4633 -4.3073
H 0.6291 5.1975 -2.6769
H 0.6421 5.8035 -0.2972
H 0.3971 3.9897 1.4251
H 0.1544 1.6409 0.6239
C -2.5374 -4.9837 -2.2189
N -2.4322 -4.4403 -0.8782
C -3.4194 -4.4607 0.0973
C -2.8765 -3.9185 1.2065
N -1.5777 -3.5782 0.9039
C -1.2925 -3.9046 -0.3726
S 0.1539 -3.6857 -1.2252
H -3.5683 -5.2859 -2.3908
H -1.8778 -5.8426 -2.3231
H -2.2416 -4.2319 -2.9463
H -4.3945 -4.8840 -0.0843
H -3.2952 -3.7537 2.1868
H -0.9156 -3.1388 1.5404
N -4.8459 -0.8973 0.7968
C -4.7250 -0.2275 -0.4958
C -3.3851 -0.5956 -1.1431
N -2.3248 -0.5437 -0.1000
H -5.4799 -0.4138 1.4161
H -2.7384 -0.7321 0.8144
H -5.1677 -1.8503 0.7059
H -4.7663 0.8505 -0.3353
H -5.5211 -0.4651 -1.2041
H -3.0929 0.0708 -1.9476
H -3.3861 -1.6146 -1.5318
H -1.5882 -1.2428 -0.2396
H -1.8484 0.3476 -0.0166
*
```


Entry 10:
Density functional theory data (wB97M-V/def2-TZVPD) for a 15-piece molecular cluster, C4H38O15 overall.

Output
**E**: -1303.76076 hartree
**M**: 326.33 g mol⁻¹
**LUMO energy**: -0.18 eV
**Frontier orbital gap**: 10.36 eV

Geometry as ORCA input:
```
! RIJCOSX wB97M-V def2-TZVPD def2/J DEFGRID3
* xyz 0 1
C 0.3421 -0.8796 -1.2468
O 1.7707 -0.7010 -1.4591
C -0.3015 0.3344 -0.5764
C -0.1491 0.2700 0.9379
C -0.7473 1.4991 1.6444
H 0.0507 -0.9551 -2.2999
H 0.2303 -1.9113 -0.9365
H 2.3819 -1.0445 -0.7915
H -1.3498 0.2210 -0.8517
H 0.0623 1.2030 -1.1168
H 0.8574 -0.0025 1.2696
H -0.7088 -0.5955 1.3105
H -1.8209 1.4156 1.7227
H -0.6818 2.3938 1.0356
H -0.2253 1.7099 2.5800
H 3.7315 -1.5930 1.6595
H 3.9002 -0.2729 1.0433
O 4.2209 -1.1765 0.9301
H 3.3105 1.5702 3.0990
H 2.5775 1.5497 1.6915
O 2.5929 1.1883 2.5895
H -0.4087 3.9608 -3.3547
H 0.1631 2.7035 -2.8482
O -0.7005 3.1592 -2.8988
H -1.8460 -1.9446 -4.3427
H -2.1307 -0.8615 -3.4210
O -2.0524 -1.8392 -3.4034
H -2.4975 3.8338 -0.7303
H -1.2143 2.9853 -0.7896
O -2.1396 2.9635 -0.5359
H 1.7132 0.9721 -2.0323
H 2.7625 1.7575 -2.8445
O 2.1262 1.8625 -2.1280
H 0.2336 -2.8761 0.0833
H 0.6562 -2.4662 1.5704
O 0.8387 -3.0316 0.8111
H 2.9816 2.1381 -0.6844
H 4.0123 1.3259 -0.0235
O 3.6532 2.2200 0.0357
H -4.2354 0.1508 0.4539
H -3.0506 0.9631 0.5227
O -3.2969 0.0340 0.6667
H -3.0061 -1.9316 -0.9538
H -1.8352 -2.7678 -1.3594
O -2.1131 -2.1607 -0.6611
H 2.1398 -1.1015 3.8441
H 1.5304 -2.4418 3.7004
O 2.4007 -2.0115 3.6465
H -2.8914 -2.2414 1.5634
H -1.4856 -3.0328 1.4132
O -2.2237 -2.7905 1.9773
H -2.7091 1.4036 -3.3110
H -1.1670 1.4094 -3.5388
O -2.0016 0.9794 -3.8030
H -1.1763 -2.3300 3.1974
H -0.5976 -1.1478 4.1013
O -0.4762 -2.0692 3.8425
*
```


Entry 11:
Density functional theory data (wB97M-V/def2-TZVPD) for C4H7NO2 as an isolated structure.

Output
**E**: -361.65359 hartree
**M**: 101.10 g mol⁻¹
**LUMO energy**: 0.08 eV
**Frontier orbital gap**: 10.06 eV

Geometry as ORCA input:
```
! RIJCOSX wB97M-V def2-TZVPD def2/J DEFGRID3
* xyz 0 1
C -0.0484 1.7592 -0.7135
C -0.0029 0.3340 -0.2316
C 0.4824 -0.7858 -1.0534
O 1.2619 -0.2552 0.0036
C -1.0055 -0.0106 0.7940
O -2.2103 0.4352 1.0198
N -1.2276 -0.7656 1.7724
H 0.6674 1.8964 -1.5276
H -1.0530 2.0074 -1.0688
H 0.2100 2.4422 0.1013
H 0.0863 -1.7872 -0.8875
H 0.8387 -0.5637 -2.0583
H 0.8477 -2.0147 1.9409
H 1.1534 -2.6915 1.9085
*
```